No. 1
DFT (ωB97M-V with the def2-TZVPD basis set) results for a structure of composition C12H16N3OPtS2 in a non-equilibrium geometry.

```
35
Properties=species:S:1:pos:R:3:mulliken_charge:R:1
Pt 0.443 0.086 -0.339 1.0601
C 3.786 4.512 0.034 -0.7310
S 4.056 2.834 -0.601 0.3100
C 2.567 2.062 -0.816 0.6149
S 2.453 0.463 -1.379 -0.0511
N 1.469 2.898 -0.577 -0.5373
N 0.296 2.218 -0.543 0.0932
C -0.863 2.835 -0.394 -0.0497
C -2.008 1.957 -0.172 0.4915
C -3.292 2.436 0.064 -0.6644
C -4.359 1.556 0.225 -0.2697
C -4.091 0.189 0.236 -0.7619
C -2.749 -0.194 0.007 0.2634
N -1.735 0.615 -0.153 -0.4751
H 4.634 4.701 0.670 0.4152
H 2.786 4.604 0.431 0.3032
H 3.863 5.148 -0.852 0.3780
H -0.910 3.929 -0.490 0.5000
H -3.549 3.489 0.143 0.3877
H -5.392 1.905 0.273 0.4711
H -4.844 -0.582 0.338 0.4205
H -2.494 -1.218 -0.123 0.4801
C 1.438 -4.344 0.077 -0.6569
C 0.407 -4.161 1.169 -0.6134
C -0.391 -2.996 0.649 -0.5134
O 0.570 -2.083 0.062 -0.2788
C 1.658 -2.924 -0.530 -0.4693
H 1.082 -5.025 -0.669 0.3219
H 2.409 -4.754 0.382 0.3637
H 0.852 -3.868 2.109 0.3115
H -0.246 -5.046 1.337 0.3610
H -0.970 -2.468 1.408 0.3741
H -1.120 -3.313 -0.134 0.3844
H 2.638 -2.515 -0.254 0.3648
H 1.606 -2.946 -1.588 0.4017
```

Calculated values
Net charge = +3
E_LUMO (alpha / beta) = -11.717 / -14.295 eV
<S²> = 6.085
Spin multiplicity = 5
Kohn-Sham gap (alpha / beta) = 7.09 / 5.71 eV

No. 2
DFT (ωB97M-V with the def2-TZVPD basis set) results for a structure of composition C40H42Cl2F5N4PS7SeTi.

```
103
Properties=species:S:1:pos:R:3:mulliken_charge:R:1
Ti 1.203 -0.409 0.379 0.9991
C -1.657 -4.551 -3.322 -1.1755
C -0.355 -4.827 -2.586 -0.4124
N -0.334 -4.283 -1.240 0.0248
C -0.108 -2.980 -0.964 0.2247
S -0.086 -2.509 0.710 -0.9024
N 0.037 -2.170 -1.981 -0.8367
N 0.379 -0.906 -1.562 2.3808
C 0.372 -0.001 -2.477 0.1912
C -0.104 -0.280 -3.865 -1.9005
C 0.981 1.301 -2.113 0.1612
C 1.042 2.365 -3.001 -0.6028
C 1.702 3.524 -2.609 -1.0143
C 2.273 3.581 -1.353 -1.0979
C 2.159 2.483 -0.512 -0.7112
N 1.530 1.370 -0.885 0.8695
H -1.638 -5.010 -4.311 0.4171
H -1.802 -3.478 -3.441 0.1281
H -2.508 -4.956 -2.772 0.3094
H 0.486 -4.407 -3.140 0.1353
H -0.188 -5.902 -2.494 0.5333
H -0.433 -4.898 -0.452 0.2867
H -0.979 -0.927 -3.827 0.1883
H 0.670 -0.823 -4.415 0.2400
H -0.348 0.628 -4.406 0.5404
H 0.602 2.293 -3.982 0.5032
H 1.772 4.362 -3.289 0.4487
H 2.823 4.444 -1.008 0.5907
H 2.604 2.457 0.477 0.5551
Cl 1.983 -1.165 2.765 -0.0323
C 1.371 -0.041 3.955 0.3108
C 1.601 -0.340 5.283 -0.7238
C 1.142 0.542 6.248 -0.5220
C 0.483 1.698 5.861 -0.7421
C 0.279 1.961 4.520 0.2276
Cl -0.523 3.450 4.103 -0.2178
C 0.701 1.093 3.504 -0.4664
S 0.416 1.424 1.825 0.1437
H 2.140 -1.239 5.547 0.4961
H 1.306 0.336 7.296 0.3747
H 0.127 2.409 6.593 0.4387
C 7.324 -0.712 1.833 -0.6845
S 7.158 -0.295 0.088 -0.0751
C 6.566 1.354 0.160 0.1096
C 5.498 1.851 0.834 -0.1615
S 4.336 1.111 1.872 -0.1430
S 5.271 3.575 0.584 -0.0868
C 6.512 3.879 -0.565 0.0837
S 6.763 5.347 -1.312 -0.3162
S 7.461 2.481 -0.840 -0.1644
H 7.604 -1.765 1.852 0.3232
H 6.375 -0.572 2.346 0.1285
H 8.103 -0.123 2.316 0.2792
C -3.425 -1.241 -1.096 -2.0168
C -4.007 0.177 -1.010 2.2432
C -5.328 0.128 -0.244 -1.8974
C -4.284 0.616 -2.450 -2.0396
P -2.661 1.259 -0.209 1.6241
C -3.091 1.061 1.567 1.0694
C -3.663 1.991 2.431 -0.5186
C -3.844 1.710 3.779 -0.9109
C -3.454 0.489 4.302 -0.6508
C -2.877 -0.450 3.459 -0.7422
C -2.693 -0.162 2.119 -0.1757
C -2.982 3.056 -0.653 1.8279
C -1.970 3.857 0.188 -1.6522
C -4.395 3.621 -0.476 -1.7993
C -2.569 3.270 -2.122 -1.8169
H -4.108 -1.874 -1.672 0.6796
H -3.299 -1.700 -0.116 0.2628
H -2.449 -1.254 -1.585 0.2420
H -6.036 -0.507 -0.787 0.5327
H -5.775 1.119 -0.143 0.2841
H -5.204 -0.283 0.757 0.2967
H -4.917 -0.139 -2.925 0.5890
H -3.368 0.689 -3.041 0.2295
H -4.807 1.568 -2.512 0.3603
H -3.955 2.969 2.082 0.0342
H -4.277 2.465 4.423 0.3764
H -3.571 0.282 5.358 0.3927
H -2.539 -1.402 3.851 0.4612
H -2.190 -0.892 1.499 -0.5094
H -2.063 3.705 1.262 0.2599
H -2.107 4.921 -0.028 0.6111
H -0.945 3.587 -0.074 0.1053
H -4.769 3.559 0.543 0.2422
H -5.115 3.114 -1.117 0.2710
H -4.393 4.679 -0.760 0.5474
H -2.256 4.310 -2.255 0.5209
H -3.384 3.081 -2.818 0.3415
H -1.724 2.638 -2.401 0.2058
F 2.431 -7.387 -0.876 -0.3703
C 2.647 -6.067 -0.827 0.7193
C 2.732 -5.415 0.389 0.2580
F 2.613 -6.116 1.523 -0.3482
C 2.948 -4.048 0.430 0.2271
F 3.057 -3.505 1.642 -0.4038
C 3.069 -3.275 -0.715 -0.1275
Se 3.350 -1.384 -0.732 -0.1658
C 2.995 -3.966 -1.921 0.2701
F 3.077 -3.324 -3.092 -0.4283
C 2.790 -5.334 -1.992 0.2360
F 2.692 -5.947 -3.181 -0.4015
```

Calculated values
Net charge = -1
E_LUMO (alpha / beta) = 1.508 / 1.356 eV
Energy relative to the best compared isomer or geometry (same formula, charge and spin) = 0.0 kJ/mol
<S²> = 0.757
Spin multiplicity = 2
Kohn-Sham gap (alpha / beta) = 5.62 / 5.48 eV

No. 3
DFT (ωB97M-V with the def2-TZVPD basis set) results for a structure of composition C14H32F3N3O3PdS2Si.

```
59
Properties=species:S:1:pos:R:3:mulliken_charge:R:1
Pd -0.903 0.230 -2.094 -0.2274
N -2.841 -1.712 -2.886 -0.5277
N -3.979 -1.007 -3.240 -0.2755
C -4.122 0.310 -3.012 0.9366
N -5.304 0.825 -3.407 -0.4346
S -3.014 1.337 -2.279 -0.4436
H -2.317 -1.996 -3.704 0.2607
H -3.068 -2.496 -2.290 0.2915
H -4.690 -1.474 -3.785 0.1725
H -5.985 0.281 -3.908 0.1774
H -5.413 1.823 -3.383 0.2215
C -2.891 0.461 1.023 -1.6337
C -1.605 -0.308 1.266 1.4892
C -1.880 -1.805 1.268 -1.3028
C -0.975 0.150 2.577 -1.3751
O -0.701 -0.013 0.162 0.9331
Si 0.974 -0.221 0.148 -0.1334
S 1.340 -0.410 -1.874 -0.6913
O 1.690 1.003 0.960 0.3215
C 1.926 2.381 0.619 1.6424
C 2.205 3.079 1.942 -1.7727
C 3.139 2.462 -0.298 -1.6267
C 0.697 2.984 -0.053 -1.3358
O 1.272 -1.550 1.060 -0.0938
C 2.523 -2.037 1.572 1.7239
C 3.658 -1.733 0.601 -1.5025
C 2.779 -1.386 2.926 -1.4684
C 2.346 -3.541 1.725 -1.7987
H -3.563 0.319 1.871 0.4742
H -3.388 0.107 0.122 0.1196
H -2.693 1.527 0.907 0.3255
H -2.608 -2.048 2.045 0.4633
H -0.966 -2.369 1.443 0.0959
H -2.293 -2.099 0.301 0.1032
H -1.674 -0.028 3.396 0.5816
H -0.753 1.217 2.536 0.2207
H -0.053 -0.389 2.786 0.0836
H 3.067 2.624 2.432 0.3638
H 1.343 2.987 2.606 0.3519
H 2.412 4.138 1.782 0.4189
H 4.005 2.010 0.189 0.3336
H 3.375 3.504 -0.521 0.4769
H 2.947 1.937 -1.234 0.2888
H -0.182 2.868 0.584 0.2241
H 0.501 2.499 -1.011 0.2262
H 0.855 4.048 -0.236 0.5691
H 3.792 -0.656 0.484 0.1365
H 3.450 -2.165 -0.378 0.3516
H 4.594 -2.151 0.977 0.5189
H 2.855 -0.304 2.819 0.0691
H 3.705 -1.766 3.362 0.5180
H 1.960 -1.613 3.612 0.3145
H 2.135 -3.993 0.755 0.3859
H 1.514 -3.754 2.397 0.3461
H 3.249 -3.996 2.135 0.4242
F -1.763 0.104 -4.780 -0.2763
C -0.645 0.434 -4.038 0.4733
F 0.324 -0.333 -4.585 -0.2162
F -0.361 1.707 -4.392 -0.2928
```

Calculated values
Net charge = 0
E_LUMO = 0.058 eV
Spin multiplicity = 1
Kohn-Sham gap = 7.82 eV

No. 4
DFT (ωB97M-V with the def2-TZVPD basis set) results for a structure of composition C14H11Cl3F6NO4S7SeSiV.

```
49
Properties=species:S:1:pos:R:3:mulliken_charge:R:1
V -0.183 0.541 -0.073 1.1540
S -2.897 -4.108 4.811 -0.3640
C -2.219 -3.088 3.685 0.1030
S -2.857 -2.843 2.112 -0.1289
C -1.626 -1.760 1.503 0.2668
C -0.623 -1.467 2.356 0.0781
S 0.738 -0.458 2.019 -0.3714
S -0.743 -2.240 3.924 -0.1141
S -1.759 -1.172 -0.131 -0.5995
F 3.326 0.155 -3.516 -0.2283
C 2.878 1.156 -2.760 0.4705
F 3.840 2.080 -2.665 -0.2296
F 1.818 1.698 -3.323 -0.1709
S 2.457 0.510 -1.089 1.0186
O 1.803 1.610 -0.399 -0.6798
O 1.483 -0.538 -1.296 -0.7279
N 3.846 0.168 -0.558 -0.4254
S 4.514 -1.179 -0.069 1.0460
O 3.613 -2.279 0.035 -0.5809
O 5.795 -1.355 -0.682 -0.6497
C 4.915 -0.682 1.673 0.6464
F 3.930 0.008 2.228 -0.2029
F 6.028 0.064 1.694 -0.2480
F 5.135 -1.778 2.399 -0.2381
Cl -0.843 -0.015 -3.900 -0.3857
Si -1.328 1.270 -2.265 0.6301
Cl -3.434 1.221 -2.409 -0.3565
Cl -0.934 3.159 -3.172 -0.3945
C -5.113 6.184 -1.222 -1.5208
C -4.133 5.222 -0.599 0.7737
C -2.770 5.463 -0.637 -1.0527
C -1.852 4.587 -0.059 0.7938
C -0.387 4.927 -0.100 -1.5513
C -2.319 3.409 0.537 0.7799
Se -1.093 2.209 1.432 -0.2455
C -3.700 3.164 0.614 0.8936
C -4.238 1.924 1.273 -1.5515
C -4.579 4.076 0.045 -0.9767
H -4.608 6.870 -1.903 0.3490
H -5.622 6.783 -0.461 0.2999
H -5.880 5.649 -1.787 0.3487
H -2.398 6.358 -1.129 0.2467
H -0.244 5.989 -0.318 0.4212
H 0.112 4.349 -0.879 0.1541
H 0.102 4.684 0.841 0.3715
H -3.889 1.031 0.748 0.1773
H -5.331 1.927 1.268 0.3784
H -3.886 1.840 2.303 0.3434
H -5.646 3.866 0.082 0.2498
```

Calculated values
Net charge = -2
E_LUMO (alpha / beta) = 4.204 / 4.206 eV
Energy relative to the best compared isomer or geometry (same formula, charge and spin) = 0.0 kJ/mol
<S²> = 2.051
Spin multiplicity = 3
Kohn-Sham gap (alpha / beta) = 6.40 / 6.44 eV

No. 5
DFT (ωB97M-V with the def2-TZVPD basis set) results for an isolated molecule of C18H16N2O3 in a non-equilibrium geometry.

```
39
Properties=species:S:1:pos:R:3:mulliken_charge:R:1
C -4.321 0.202 0.564 -1.5282
C -3.666 0.615 -0.711 1.1551
C -4.419 1.066 -1.789 -0.6680
C -3.814 1.356 -3.001 -0.4908
C -2.450 1.152 -3.109 -0.4511
N -1.707 0.747 -2.096 -0.5642
C -2.283 0.521 -0.923 0.1801
N -1.378 0.101 0.059 0.1335
C -1.278 0.546 1.348 0.1526
O -2.038 1.328 1.883 -0.6568
C -0.119 -0.024 2.051 0.3883
C 0.352 0.210 3.318 -0.4617
C 1.528 -0.558 3.450 -1.0113
C 1.691 -1.211 2.259 0.6013
O 0.698 -0.896 1.414 -0.2636
C 2.752 -2.152 1.768 -0.6034
O 2.755 -2.277 0.368 -0.4908
C 2.890 -1.144 -0.392 0.5597
C 3.303 0.092 0.089 -0.0122
C 3.395 1.170 -0.777 -0.6957
C 3.083 1.030 -2.116 -0.5555
C 2.680 -0.206 -2.597 -0.4326
C 2.583 -1.286 -1.744 -0.5249
H 2.267 -2.254 -2.099 0.4300
H 2.432 -0.326 -3.640 0.3772
H 3.151 1.877 -2.780 0.4071
H 3.713 2.127 -0.391 0.3900
H 3.549 0.232 1.131 0.3863
H 3.733 -1.833 2.152 0.3652
H 2.558 -3.167 2.135 0.3737
H 2.167 -0.620 4.307 0.5152
H -0.093 0.857 4.046 0.5450
H -0.538 -0.305 -0.338 0.2744
H -1.919 1.318 -4.037 0.3932
H -4.392 1.707 -3.842 0.3789
H -5.489 1.168 -1.678 0.3620
H -5.401 0.169 0.443 0.4210
H -4.069 0.898 1.363 0.3094
H -3.965 -0.782 0.869 0.3121
```

Calculated values
Net charge = 0
E_LUMO = 0.640 eV
Energy relative to the best compared isomer or geometry (same formula, charge and spin) = 194.3 kJ/mol
Spin multiplicity = 1
Kohn-Sham gap = 9.28 eV
SMILES = Cc1cccnc1NC(=O)c1ccc(COc2ccccc2)o1

No. 6
DFT (ωB97M-V with the def2-TZVPD basis set) results for a cluster of 3 separate species, C2H4INO in total in a non-equilibrium geometry.

```
9
Properties=species:S:1:pos:R:3:mulliken_charge:R:1
C 0.727 1.960 -0.128 -0.1077
C 0.429 -1.278 0.547 -0.1209
N -0.142 2.735 -0.157 -0.1711
O 0.016 -1.178 -0.549 -0.3134
I -3.181 0.367 -0.223 -0.1278
H 1.455 -1.029 0.979 0.2584
H -0.266 -1.841 1.330 0.1866
H -1.039 3.128 0.108 0.2795
H -2.465 -0.971 -0.675 0.1163
```

Calculated values
Net charge = 0
E_LUMO = 0.433 eV
Energy relative to the best compared isomer or geometry (same formula, charge and spin) = 196.6 kJ/mol
Spin multiplicity = 1
Kohn-Sham gap = 10.44 eV

Q: spin multiplicity of number 5 (C18H16N2O3)?
A: 1

Q: The highest net charge belongs to which entry?
A: C12H16N3OPtS2

What did the third record say?
DFT (ωB97M-V with the def2-TZVPD basis set) results for a structure of composition C14H32F3N3O3PdS2Si.

```
59
Properties=species:S:1:pos:R:3:mulliken_charge:R:1
Pd -0.903 0.230 -2.094 -0.2274
N -2.841 -1.712 -2.886 -0.5277
N -3.979 -1.007 -3.240 -0.2755
C -4.122 0.310 -3.012 0.9366
N -5.304 0.825 -3.407 -0.4346
S -3.014 1.337 -2.279 -0.4436
H -2.317 -1.996 -3.704 0.2607
H -3.068 -2.496 -2.290 0.2915
H -4.690 -1.474 -3.785 0.1725
H -5.985 0.281 -3.908 0.1774
H -5.413 1.823 -3.383 0.2215
C -2.891 0.461 1.023 -1.6337
C -1.605 -0.308 1.266 1.4892
C -1.880 -1.805 1.268 -1.3028
C -0.975 0.150 2.577 -1.3751
O -0.701 -0.013 0.162 0.9331
Si 0.974 -0.221 0.148 -0.1334
S 1.340 -0.410 -1.874 -0.6913
O 1.690 1.003 0.960 0.3215
C 1.926 2.381 0.619 1.6424
C 2.205 3.079 1.942 -1.7727
C 3.139 2.462 -0.298 -1.6267
C 0.697 2.984 -0.053 -1.3358
O 1.272 -1.550 1.060 -0.0938
C 2.523 -2.037 1.572 1.7239
C 3.658 -1.733 0.601 -1.5025
C 2.779 -1.386 2.926 -1.4684
C 2.346 -3.541 1.725 -1.7987
H -3.563 0.319 1.871 0.4742
H -3.388 0.107 0.122 0.1196
H -2.693 1.527 0.907 0.3255
H -2.608 -2.048 2.045 0.4633
H -0.966 -2.369 1.443 0.0959
H -2.293 -2.099 0.301 0.1032
H -1.674 -0.028 3.396 0.5816
H -0.753 1.217 2.536 0.2207
H -0.053 -0.389 2.786 0.0836
H 3.067 2.624 2.432 0.3638
H 1.343 2.987 2.606 0.3519
H 2.412 4.138 1.782 0.4189
H 4.005 2.010 0.189 0.3336
H 3.375 3.504 -0.521 0.4769
H 2.947 1.937 -1.234 0.2888
H -0.182 2.868 0.584 0.2241
H 0.501 2.499 -1.011 0.2262
H 0.855 4.048 -0.236 0.5691
H 3.792 -0.656 0.484 0.1365
H 3.450 -2.165 -0.378 0.3516
H 4.594 -2.151 0.977 0.5189
H 2.855 -0.304 2.819 0.0691
H 3.705 -1.766 3.362 0.5180
H 1.960 -1.613 3.612 0.3145
H 2.135 -3.993 0.755 0.3859
H 1.514 -3.754 2.397 0.3461
H 3.249 -3.996 2.135 0.4242
F -1.763 0.104 -4.780 -0.2763
C -0.645 0.434 -4.038 0.4733
F 0.324 -0.333 -4.585 -0.2162
F -0.361 1.707 -4.392 -0.2928
```

Calculated values
Net charge = 0
E_LUMO = 0.058 eV
Spin multiplicity = 1
Kohn-Sham gap = 7.82 eV